# 1
{
  "formula": "C21H26N6Ru",
  "method": "wB97M-V/def2-TZVPD",
  "species": ["Ru", "C", "C", "N", "C", "C", "C", "C", "C", "C", "C", "N", "C", "C", "N", "N", "H", "H", "H", "H", "H", "H", "H", "H", "H", "H", "H", "H", "H", "H", "H", "H", "H", "H", "C", "C", "C", "C", "N", "C", "C", "C", "C", "C", "C", "N", "H", "H", "H", "H", "H", "H", "H", "H"],
  "coordinates": [[-0.18, 0.23, 0.17], [-0.15, 3.15, 1.47], [1.05, 2.43, 2.05], [0.75, 1.00, 2.21], [1.95, 0.20, 2.49], [2.64, -0.19, 1.21], [3.80, -0.93, 1.17], [4.39, -1.19, -0.06], [3.82, -0.66, -1.22], [2.66, 0.09, -1.11], [2.00, 0.83, -2.25], [0.55, 0.91, -2.04], [-0.02, 2.26, -2.22], [0.22, 3.11, -0.98], [-0.55, 2.57, 0.17], [2.08, 0.28, 0.09], [0.08, 4.21, 1.38], [-0.99, 3.05, 2.16], [1.33, 2.89, 3.00], [1.90, 2.52, 1.37], [0.08, 0.88, 2.96], [1.69, -0.69, 3.07], [2.66, 0.79, 3.10], [4.26, -1.30, 2.08], [5.29, -1.77, -0.12], [4.29, -0.81, -2.18], [2.25, 0.37, -3.20], [2.42, 1.84, -2.25], [0.08, 0.26, -2.65], [-1.10, 2.14, -2.38], [0.39, 2.76, -3.09], [-0.08, 4.13, -1.20], [1.28, 3.12, -0.72], [-1.51, 2.82, 0.02], [-4.85, 0.46, -0.17], [-5.25, -0.87, -0.09], [-4.27, -1.84, -0.04], [-2.90, -1.47, -0.07], [-2.53, -0.17, -0.13], [-3.47, 0.75, -0.19], [-1.85, -2.45, -0.08], [-2.08, -3.84, -0.07], [-1.01, -4.71, -0.11], [0.28, -4.19, -0.16], [0.44, -2.80, -0.16], [-0.58, -1.96, -0.11], [-5.58, 1.26, -0.21], [-6.29, -1.13, -0.07], [-4.55, -2.88, 0.01], [-3.15, 1.78, -0.27], [-3.09, -4.24, -0.05], [-1.17, -5.78, -0.10], [1.14, -4.84, -0.20], [1.43, -2.36, -0.21]],
  "multiplicity": 2,
  "total_charge": 3,
  "homo_energy_ev": [-17.785, -17.784],
  "e_lumo_ha": [-0.420, -0.416],
  "gap_ev": [6.4, 6.5]
}


# 2
{
  "formula": "C21H27ClN2O4",
  "method": "wB97M-V/def2-TZVPD",
  "species": ["C", "C", "C", "C", "O", "O", "C", "C", "C", "O", "C", "C", "O", "N", "C", "C", "C", "C", "C", "N", "C", "C", "C", "C", "C", "Cl", "C", "C", "H", "H", "H", "H", "H", "H", "H", "H", "H", "H", "H", "H", "H", "H", "H", "H", "H", "H", "H", "H", "H", "H", "H", "H", "H", "H", "H"],
  "coordinates": [[4.93, 1.26, -0.49], [3.87, 0.76, 0.43], [3.54, 1.42, 1.56], [2.51, 0.97, 2.47], [2.14, 1.55, 3.46], [1.91, -0.23, 2.17], [2.21, -0.92, 1.05], [1.48, -2.08, 0.82], [1.65, -2.79, -0.36], [0.92, -3.86, -0.74], [-0.19, -4.26, 0.05], [-1.24, -3.16, 0.28], [-2.02, -3.24, 1.21], [-1.19, -2.16, -0.61], [-1.83, -0.85, -0.50], [-1.08, 0.10, -1.43], [-1.59, 1.56, -1.32], [-0.56, 2.48, -1.99], [-2.92, 1.72, -2.08], [-1.73, 2.01, 0.05], [-2.30, 1.12, 1.06], [-1.88, 1.67, 2.43], [-3.83, 1.13, 0.99], [-1.75, -0.32, 0.93], [2.63, -2.35, -1.27], [2.85, -3.25, -2.73], [3.38, -1.23, -1.03], [3.17, -0.47, 0.13], [5.37, 2.17, -0.10], [4.51, 1.46, -1.47], [5.72, 0.51, -0.60], [4.02, 2.35, 1.84], [0.76, -2.38, 1.56], [-0.64, -5.09, -0.49], [0.13, -4.62, 1.03], [-0.56, -2.26, -1.39], [-2.87, -0.95, -0.81], [-1.16, -0.23, -2.46], [-0.02, 0.09, -1.14], [0.40, 2.42, -1.49], [-0.42, 2.21, -3.03], [-0.91, 3.51, -1.94], [-2.74, 1.68, -3.15], [-3.36, 2.68, -1.83], [-3.63, 0.94, -1.82], [-0.82, 2.33, 0.39], [-0.80, 1.68, 2.54], [-2.30, 1.06, 3.22], [-2.25, 2.69, 2.54], [-4.21, 0.56, 0.16], [-4.24, 0.71, 1.90], [-4.17, 2.16, 0.89], [-2.31, -0.98, 1.60], [-0.71, -0.33, 1.25], [4.11, -0.92, -1.75]],
  "multiplicity": 1,
  "smiles": "Cc1cc(=O)oc2cc(OCC(=O)NC3CC(C)(C)NC(C)(C)C3)c(Cl)cc12",
  "de_lowest_kj_mol": 0.00,
  "homo_energy_ev": -8.709,
  "e_lumo_ha": -0.007,
  "gap_ev": 8.5
}


# 3
{
  "formula": "C21H27F7N2O3S4",
  "method": "wB97M-V/def2-TZVPD",
  "species": ["N", "C", "C", "C", "C", "C", "C", "S", "C", "C", "C", "C", "C", "C", "N", "C", "F", "F", "C", "F", "F", "C", "F", "F", "F", "H", "H", "H", "H", "H", "H", "H", "H", "H", "C", "S", "O", "C", "H", "H", "H", "H", "H", "H", "C", "S", "O", "C", "H", "H", "H", "H", "H", "H", "C", "S", "O", "C", "H", "H", "H", "H", "H", "H"],
  "coordinates": [[3.24, 1.39, 0.56], [2.93, 0.74, -0.67], [3.83, 0.83, -1.73], [3.55, 0.21, -2.94], [2.38, -0.53, -3.08], [1.49, -0.64, -2.02], [1.75, 0.01, -0.82], [0.60, -0.10, 0.52], [-0.90, -0.21, -0.43], [-2.07, 0.36, 0.05], [-3.24, 0.24, -0.69], [-3.25, -0.44, -1.91], [-2.06, -0.98, -2.39], [-0.88, -0.88, -1.65], [0.32, -1.47, -2.21], [0.52, -2.84, -1.78], [-0.20, -3.16, -0.69], [1.81, -3.08, -1.46], [0.18, -3.87, -2.91], [1.29, -4.18, -3.58], [-0.68, -3.34, -3.78], [-0.42, -5.20, -2.39], [-0.42, -6.09, -3.37], [-1.66, -5.03, -1.98], [0.32, -5.68, -1.40], [2.95, 0.82, 1.35], [4.25, 1.44, 0.64], [4.75, 1.39, -1.62], [4.22, 0.28, -3.78], [2.17, -1.02, -4.01], [-2.08, 0.90, 0.98], [-4.17, 0.69, -0.35], [-4.15, -0.55, -2.48], [-2.04, -1.50, -3.33], [0.25, 3.98, 3.50], [-0.76, 2.50, 3.60], [-1.72, 2.55, 2.47], [-1.67, 2.98, 5.07], [0.87, 3.90, 2.61], [-0.40, 4.86, 3.42], [0.88, 4.05, 4.38], [-2.19, 3.93, 4.89], [-0.98, 3.09, 5.91], [-2.40, 2.20, 5.29], [-6.56, 2.88, 2.30], [-6.86, 1.69, 0.98], [-5.84, 1.95, -0.07], [-8.40, 2.43, 0.41], [-5.61, 2.62, 2.76], [-6.50, 3.88, 1.88], [-7.36, 2.81, 3.03], [-8.22, 3.47, 0.12], [-9.14, 2.38, 1.20], [-8.74, 1.86, -0.46], [8.00, -2.15, 0.47], [6.88, -0.91, -0.20], [6.67, 0.12, 0.86], [5.43, -1.96, -0.21], [8.97, -1.69, 0.60], [7.62, -2.50, 1.44], [8.08, -2.98, -0.23], [5.22, -2.32, 0.80], [5.59, -2.79, -0.89], [4.59, -1.36, -0.57]],
  "multiplicity": 1,
  "homo_energy_ev": -7.763,
  "e_lumo_ha": 0.017,
  "gap_ev": 8.2
}


# 4
{
  "formula": "C21H27FeN3O5S2",
  "method": "wB97M-V/def2-TZVPD",
  "species": ["Fe", "C", "C", "C", "C", "C", "C", "H", "H", "H", "H", "H", "H", "O", "N", "C", "C", "C", "C", "C", "S", "H", "H", "H", "H", "C", "S", "C", "O", "H", "H", "H", "H", "H", "H", "C", "C", "C", "C", "C", "C", "O", "N", "C", "O", "N", "C", "O", "H", "H", "H", "H", "H", "H", "H", "H", "H", "H", "H"],
  "coordinates": [[-0.01, -0.09, -0.05], [-2.53, -0.60, 1.37], [-2.43, -1.68, 0.49], [-1.38, -2.58, 0.61], [-0.44, -2.43, 1.62], [-0.56, -1.38, 2.53], [-1.59, -0.46, 2.39], [-3.35, 0.09, 1.29], [-3.17, -1.81, -0.29], [-1.30, -3.41, -0.08], [0.37, -3.14, 1.73], [0.15, -1.28, 3.34], [-1.69, 0.36, 3.10], [1.78, -0.65, -0.11], [2.89, -0.03, 0.30], [4.01, -0.26, -0.42], [5.19, 0.33, -0.05], [5.20, 1.15, 1.09], [4.04, 1.37, 1.79], [2.85, 0.77, 1.38], [1.31, 0.95, 2.10], [3.88, -0.91, -1.26], [6.07, 0.14, -0.63], [6.12, 1.62, 1.40], [4.02, 1.99, 2.67], [-0.39, 3.86, -1.59], [0.45, 3.06, -0.25], [-0.04, 4.14, 1.05], [-0.41, 1.81, 0.01], [-1.41, 4.10, -1.28], [-0.40, 3.17, -2.42], [0.17, 4.75, -1.86], [0.41, 5.12, 0.88], [0.34, 3.71, 1.98], [-1.13, 4.21, 1.08], [-2.46, 1.10, -3.95], [-2.14, -0.36, -4.27], [-0.66, -0.73, -4.01], [-0.44, -2.23, -4.28], [0.98, -2.69, -3.97], [0.21, 0.07, -4.97], [0.11, -0.04, -6.16], [1.12, 0.94, -4.40], [1.27, 1.21, -3.05], [2.03, 2.09, -2.68], [0.53, 0.45, -2.17], [-0.33, -0.43, -2.58], [-0.94, -1.04, -1.64], [-3.49, 1.33, -4.21], [-1.82, 1.78, -4.52], [-2.33, 1.31, -2.88], [-2.34, -0.57, -5.32], [-2.76, -1.03, -3.67], [-0.66, -2.40, -5.33], [-1.16, -2.79, -3.68], [1.72, -2.13, -4.54], [1.11, -3.74, -4.22], [1.22, -2.57, -2.91], [1.69, 1.49, -5.04]],
  "multiplicity": 6,
  "total_charge": 1,
  "de_lowest_kj_mol": 74.56,
  "homo_energy_ev": [-11.146, -11.039],
  "e_lumo_ha": [-0.091, -0.162],
  "gap_ev": [8.7, 6.6]
}